Entry 1:
{
  "formula": "C44H51IIrN6O3S6Se",
  "method": "ωB97M-V/def2-TZVPD",
  "multiplicity": 1,
  "orbital_gap_ev": [5.874, 5.873],
  "largest_force_ha_per_bohr": 0.0280,
  "total_charge": 1,
  "molar_mass_g_mol": 1302.414,
  "homo_ha": [-0.353, -0.353],
  "relative_energy_kcal_mol": 70.6,
  "elements": ["Ir", "C", "C", "N", "C", "C", "C", "O", "C", "C", "N", "C", "C", "C", "C", "C", "C", "I", "C", "O", "H", "H", "H", "H", "H", "H", "H", "H", "H", "H", "H", "H", "C", "S", "C", "C", "S", "S", "C", "S", "S", "H", "H", "H", "C", "C", "C", "N", "C", "S", "N", "C", "O", "C", "C", "C", "C", "C", "C", "H", "H", "H", "H", "H", "H", "H", "H", "H", "H", "H", "H", "H", "H", "C", "C", "C", "C", "N", "C", "Se", "N", "C", "C", "C", "C", "C", "C", "C", "C", "C", "C", "H", "H", "H", "H", "H", "H", "H", "H", "H", "H", "H", "H", "H", "H", "H", "H", "H", "H", "H", "H", "H", "H"],
  "coordinates": [[-1.677308, -1.062850, 0.093898], [1.332533, -4.838353, 0.431714], [-0.056664, -5.191910, 0.029128], [-0.373194, -6.459577, -0.074547], [-1.625543, -6.816550, -0.458405], [-2.598711, -5.906872, -0.733833], [-3.984055, -6.404349, -1.074387], [-4.484705, -5.928231, -2.328547], [-2.282879, -4.521923, -0.606967], [-3.329339, -3.587923, -0.828858], [-3.394773, -2.352004, -0.463650], [-4.699085, -1.754201, -0.587342], [-5.848664, -2.481197, -0.272420], [-7.106965, -1.907906, -0.384439], [-7.244151, -0.596068, -0.814766], [-6.107174, 0.141796, -1.111537], [-4.859133, -0.442861, -0.977367], [-3.154513, 0.694624, -1.397594], [-0.991512, -4.127712, -0.245515], [-0.571604, -2.886070, -0.164113], [1.868457, -5.743113, 0.708886], [1.333552, -4.133868, 1.266456], [1.841784, -4.366459, -0.404220], [-1.826884, -7.882106, -0.518172], [-4.699525, -6.066460, -0.323931], [-3.979914, -7.491022, -1.044341], [-3.962623, -6.314156, -3.041583], [-4.196341, -3.991860, -1.341345], [-5.754099, -3.504444, 0.079426], [-7.984093, -2.492686, -0.123026], [-8.224635, -0.143321, -0.906280], [-6.187754, 1.171197, -1.447792], [-3.282415, -3.604236, 2.585503], [-1.796949, -2.582694, 2.424969], [-2.093146, -1.316154, 3.580495], [-1.836578, -0.047828, 3.278828], [-1.411420, 0.639181, 1.738346], [-1.960135, 1.078416, 4.610010], [-2.406161, -0.068197, 5.841819], [-2.693168, 0.337531, 7.385667], [-2.521049, -1.690041, 5.236790], [-3.163232, -4.425409, 1.878980], [-4.174022, -3.023012, 2.350768], [-3.338216, -4.002820, 3.598139], [-2.031309, 7.183828, 0.428732], [-2.471488, 6.269984, -0.715505], [-2.431307, 4.794040, -0.347826], [-1.062193, 4.328426, -0.099644], [-0.349531, 3.518842, -0.868761], [-0.914296, 2.707908, -2.238604], [0.961309, 3.289927, -0.462370], [1.915414, 4.142951, 0.135718], [2.839192, 3.642131, 0.733313], [1.795973, 5.627186, -0.047664], [1.411782, 6.185269, -1.266319], [1.408806, 7.563858, -1.423595], [1.782644, 8.387302, -0.366739], [2.180424, 7.830468, 0.843022], [2.202633, 6.451627, 0.996610], [-2.182962, 8.232272, 0.163357], [-0.965574, 7.061416, 0.659000], [-2.610108, 6.983502, 1.337088], [-1.836004, 6.437777, -1.588248], [-3.497976, 6.509765, -1.006957], [-2.843944, 4.189151, -1.144423], [-3.009451, 4.617630, 0.561151], [-0.584547, 4.753673, 0.680506], [1.299806, 2.370913, -0.707602], [1.136199, 5.547369, -2.101938], [1.123257, 7.995141, -2.378541], [1.771079, 9.464867, -0.491043], [2.488754, 8.471358, 1.663125], [2.530191, 6.001611, 1.928425], [2.528851, 0.833919, -4.267342], [3.608450, 0.270745, -3.343037], [3.753846, -1.247648, -3.463533], [2.662260, -2.069049, -2.762147], [2.733767, -1.953161, -1.294006], [1.899710, -1.297661, -0.459539], [0.465332, -0.211139, -1.018717], [2.376354, -1.425269, 0.793749], [1.772132, -0.880136, 2.031088], [1.987333, 0.614192, 2.265961], [3.443890, 1.087962, 2.368921], [4.193900, 1.197085, 1.032877], [3.537677, -2.189393, 0.770689], [4.401961, -2.588603, 1.783195], [5.503733, -3.333122, 1.408219], [5.733662, -3.675639, 0.066591], [4.871413, -3.273613, -0.935565], [3.771149, -2.515429, -0.550842], [2.474688, 1.923466, -4.186489], [1.535857, 0.448404, -4.021354], [2.746805, 0.580906, -5.312279], [3.398273, 0.540592, -2.300386], [4.566962, 0.731785, -3.593418], [4.719957, -1.556753, -3.057150], [3.742185, -1.522089, -4.523544], [2.795135, -3.123971, -2.997793], [1.667555, -1.770757, -3.072284], [2.209104, -1.440782, 2.854885], [0.708751, -1.097030, 1.998831], [1.468762, 0.843321, 3.200229], [1.481919, 1.179095, 1.487396], [3.998868, 0.437778, 3.058881], [3.423915, 2.083738, 2.811738], [4.460293, 0.227571, 0.607283], [5.123884, 1.754496, 1.168862], [3.592218, 1.748767, 0.301474], [4.230523, -2.326125, 2.821946], [6.207026, -3.659503, 2.165656], [6.606507, -4.265362, -0.188406], [5.044636, -3.548092, -1.969733]],
  "forces_ev_per_a": [[0.43, -1.36, -0.19], [0.07, -0.08, 0.17], [-0.09, -0.09, -0.11], [-0.15, 0.15, -0.02], [0.40, 0.07, 0.13], [-0.15, 0.00, -0.09], [0.04, 0.27, -0.25], [0.11, -0.07, 0.22], [0.12, -0.03, -0.01], [-0.29, 0.01, -0.14], [0.06, 0.99, 0.42], [-0.10, -0.26, 0.10], [0.04, -0.16, 0.06], [-0.04, -0.09, 0.02], [0.01, 0.02, -0.01], [-0.03, 0.05, -0.04], [0.17, 0.30, -0.10], [0.27, -0.21, 0.47], [0.19, 0.35, 0.08], [-0.25, -0.24, -0.23], [0.00, 0.03, 0.00], [0.01, 0.02, -0.04], [0.13, 0.13, -0.09], [0.07, 0.08, 0.01], [-0.10, 0.02, -0.02], [-0.02, -0.15, 0.00], [-0.01, 0.01, 0.08], [-0.10, 0.01, 0.03], [-0.04, 0.12, 0.01], [0.14, 0.08, -0.05], [0.09, -0.05, 0.01], [-0.02, -0.11, 0.07], [-0.08, 0.13, -0.04], [0.05, -0.17, -0.10], [-0.17, -0.59, 0.24], [-0.10, 0.48, -0.22], [-0.22, -0.02, -0.95], [0.08, 0.20, -0.06], [-0.01, -0.04, 0.09], [-0.01, 0.05, 0.04], [0.08, -0.07, -0.04], [-0.01, 0.02, 0.10], [0.02, -0.04, 0.02], [-0.02, 0.01, -0.06], [0.02, -0.01, -0.04], [0.04, 0.14, 0.15], [0.29, 0.08, 0.01], [-0.16, 0.17, -0.10], [0.18, -0.18, -0.02], [0.17, 0.26, 0.15], [-0.07, 0.66, -0.08], [-0.26, -0.09, 0.02], [-0.27, 0.50, -0.02], [-0.06, -0.21, -0.12], [-0.12, -0.06, -0.03], [-0.01, 0.02, -0.05], [-0.02, -0.03, -0.02], [0.02, 0.03, 0.03], [-0.04, -0.01, 0.18], [0.05, -0.08, 0.04], [-0.12, 0.02, -0.01], [0.07, 0.02, -0.09], [-0.05, -0.02, -0.05], [0.06, -0.01, 0.00], [0.00, -0.17, -0.11], [0.01, -0.06, 0.02], [0.01, -0.03, 0.10], [0.10, -0.18, -0.01], [-0.01, 0.02, 0.10], [0.04, -0.05, 0.13], [0.01, -0.10, 0.01], [-0.05, -0.08, -0.10], [0.00, 0.04, -0.10], [0.01, 0.07, 0.03], [-0.18, -0.07, -0.08], [-0.06, 0.01, 0.18], [0.25, 0.23, 0.12], [0.02, 0.06, -0.26], [0.33, -0.22, 0.50], [-0.52, 0.22, 0.08], [-0.30, 0.08, 0.32], [0.21, 0.18, -0.21], [0.43, -0.08, -0.14], [0.03, -0.17, -0.23], [-0.08, -0.19, -0.11], [-0.15, 0.17, 0.19], [0.03, -0.02, 0.20], [0.01, -0.01, 0.00], [0.00, -0.01, 0.00], [0.05, -0.14, -0.09], [-0.06, 0.07, -0.32], [0.00, -0.12, -0.03], [0.03, -0.01, -0.01], [-0.04, 0.06, 0.17], [0.04, 0.02, -0.03], [-0.03, -0.03, 0.06], [0.00, 0.01, -0.10], [0.03, -0.06, 0.09], [-0.08, -0.09, 0.02], [-0.17, 0.06, 0.03], [-0.01, -0.13, -0.02], [-0.10, -0.09, -0.05], [-0.05, -0.03, 0.00], [-0.10, 0.08, -0.09], [-0.04, 0.11, -0.02], [0.03, -0.02, 0.07], [0.02, -0.04, 0.08], [-0.08, -0.03, -0.03], [0.26, -0.32, 0.22], [0.03, -0.03, -0.14], [-0.07, 0.03, -0.07], [-0.08, 0.05, 0.03], [0.00, 0.04, 0.11]]
}

Entry 2:
{
  "formula": "C44H51N4O4S",
  "method": "ωB97M-V/def2-TZVPD",
  "multiplicity": 1,
  "orbital_gap_ev": 6.408,
  "largest_force_ha_per_bohr": 0.0542,
  "total_charge": 1,
  "molar_mass_g_mol": 731.983,
  "homo_ha": -0.351,
  "elements": ["C", "O", "C", "C", "C", "C", "C", "C", "O", "N", "C", "C", "C", "C", "N", "C", "C", "C", "C", "C", "C", "C", "C", "C", "C", "C", "O", "C", "C", "O", "C", "H", "H", "H", "H", "H", "H", "H", "H", "H", "H", "H", "H", "H", "H", "H", "H", "H", "H", "H", "H", "H", "H", "H", "H", "H", "H", "H", "H", "H", "H", "H", "C", "C", "C", "C", "C", "N", "C", "C", "C", "C", "C", "C", "S", "C", "N", "C", "C", "C", "C", "C", "C", "C", "H", "H", "H", "H", "H", "H", "H", "H", "H", "H", "H", "H", "H", "H", "H", "H", "H", "H", "H", "H"],
  "coordinates": [[-3.481032, -3.421057, -5.872337], [-3.750510, -4.384071, -4.837295], [-3.272264, -4.168354, -3.585264], [-2.469975, -3.099286, -3.180781], [-2.503355, -2.696276, -1.839970], [-1.949438, -1.357209, -1.428553], [-3.025545, -0.298417, -1.155006], [-3.872966, -0.007123, -2.400969], [-4.600338, -0.789342, -3.013452], [-3.677245, 1.304609, -2.717550], [-4.327224, 1.899806, -3.867982], [-2.822729, 2.063702, -1.803963], [-1.627947, 2.631465, -2.575746], [-3.665733, 3.190038, -1.179121], [-2.431346, 1.003497, -0.846384], [-1.519708, 1.090656, 0.174282], [-0.799314, 2.214869, 0.544661], [0.134210, 2.304466, 1.644747], [0.461038, 3.696044, 2.093801], [0.967386, 3.887918, 3.387084], [1.282890, 5.167103, 3.858785], [1.029560, 6.294079, 3.066806], [0.488072, 6.122926, 1.791614], [0.215291, 4.842492, 1.292304], [-3.055346, -3.529707, -0.867723], [-3.724730, -4.698122, -1.231653], [-4.421386, -5.526280, -0.409614], [-4.328013, -5.346928, 1.015455], [-3.771443, -5.056236, -2.602703], [-4.443762, -6.178813, -2.986719], [-5.890789, -6.082158, -3.168948], [-3.959870, -3.835015, -6.757531], [-3.917812, -2.446271, -5.621416], [-2.401723, -3.316160, -6.039873], [-1.905469, -2.519098, -3.917384], [-1.340420, -1.465600, -0.519340], [-1.291594, -0.955964, -2.216471], [-3.705315, -0.626515, -0.343444], [-4.860995, 1.116839, -4.410827], [-5.041535, 2.674731, -3.558622], [-3.585303, 2.360741, -4.532113], [-1.086619, 1.808683, -3.066432], [-1.993976, 3.328586, -3.341907], [-0.947037, 3.163742, -1.906644], [-4.669180, 2.802619, -0.948382], [-3.202716, 3.573554, -0.266625], [-3.774242, 4.009912, -1.903559], [-1.506435, 0.191583, 0.809436], [-1.097476, 3.146525, 0.052939], [-0.078024, 1.583982, 2.445107], [1.043991, 3.034496, 4.070850], [1.713585, 5.275905, 4.856780], [1.232699, 7.292334, 3.446145], [0.263275, 6.990148, 1.163966], [-0.275742, 4.782987, 0.320095], [-2.973163, -3.250521, 0.191950], [-4.870965, -6.196463, 1.427707], [-3.284544, -5.365023, 1.357030], [-4.805351, -4.408336, 1.323339], [-6.188131, -7.079649, -3.492829], [-6.363657, -5.821577, -2.215014], [-6.112716, -5.334792, -3.939744], [6.583591, 0.926079, 0.269581], [5.080802, 0.962149, -0.078386], [4.820474, 1.958603, -1.207273], [4.174892, 1.232846, 1.137087], [4.498421, 0.250099, 2.235238], [3.498933, 0.324760, 3.296164], [3.787528, -0.112523, 4.601220], [2.715239, 0.045564, 5.461534], [2.825225, -0.337507, 6.806445], [4.067374, -0.821659, 7.260237], [5.157843, -0.968856, 6.381911], [5.026806, -0.603302, 5.031493], [1.342011, 0.717274, 4.592666], [2.258912, 0.878266, 3.118405], [1.859781, 1.453536, 1.998377], [2.684342, 1.270385, 0.804948], [2.239732, 0.075585, -0.013140], [1.678841, 0.314156, -1.266926], [1.375439, -0.754014, -2.113903], [1.586264, -2.066444, -1.673810], [2.097967, -2.308159, -0.398807], [2.398307, -1.231326, 0.447294], [6.905217, 1.838048, 0.798615], [6.842084, 0.051732, 0.884969], [7.163759, 0.852434, -0.662883], [4.827994, -0.048684, -0.456451], [4.894449, 2.992629, -0.840624], [5.566631, 1.818878, -1.999146], [3.831302, 1.813099, -1.655780], [4.427581, 2.241004, 1.515581], [4.596113, -0.790325, 1.855779], [5.466651, 0.532904, 2.686957], [1.960872, -0.264083, 7.465863], [4.194525, -1.093016, 8.310011], [6.108423, -1.374222, 6.738577], [5.859612, -0.683890, 4.338805], [2.492310, 2.170177, 0.219919], [1.523415, 1.349212, -1.593213], [1.004061, -0.546726, -3.122065], [1.357987, -2.905947, -2.340872], [2.278639, -3.329856, -0.052047], [2.779801, -1.419553, 1.452658]],
  "forces_ev_per_a": [[0.11, -0.30, 0.58], [0.69, 0.04, -0.27], [-0.49, -0.39, 0.72], [-0.29, 0.66, -0.06], [0.58, -0.72, -0.20], [0.48, -0.11, -0.17], [-0.78, -0.37, -0.07], [-0.74, -0.51, -0.51], [1.12, 1.05, 1.00], [0.03, -0.60, -0.10], [0.04, 0.42, -0.03], [-0.20, 0.18, -0.48], [0.13, -0.18, -0.04], [-0.06, -0.21, 0.09], [1.06, 0.08, 1.33], [-1.03, 0.50, -0.28], [0.30, -0.27, -0.65], [-1.81, -0.25, 2.11], [-0.03, 0.50, -0.18], [-0.08, 0.46, 0.13], [-0.19, -0.15, -0.17], [0.05, -0.47, -0.11], [-0.02, -0.25, -0.11], [0.07, -0.10, 0.69], [-0.27, 0.20, 0.64], [0.20, -0.25, -0.98], [0.43, 0.15, 0.54], [0.02, 0.06, -0.67], [-0.81, 0.72, 0.14], [-0.49, -0.13, -0.15], [1.02, 0.21, 0.20], [0.10, 0.11, 0.03], [0.08, -0.16, 0.04], [-0.20, -0.03, -0.05], [-0.54, 0.07, 0.22], [-0.04, 0.01, -0.22], [-0.17, -0.15, 0.25], [0.29, 0.09, -0.35], [0.13, 0.08, 0.20], [0.10, -0.19, -0.09], [-0.19, -0.14, 0.07], [-0.09, 0.27, 0.14], [0.19, -0.18, 0.25], [-0.08, -0.04, -0.29], [0.34, 0.15, 0.09], [-0.10, 0.04, -0.11], [0.06, -0.21, 0.28], [0.42, 0.26, -0.55], [0.74, -0.61, 0.04], [-0.70, 0.77, -0.21], [0.19, 0.58, -0.44], [-0.25, 0.01, -0.29], [0.01, -0.19, -0.08], [0.09, -0.30, 0.28], [0.42, -0.07, 0.24], [-0.21, -0.03, -0.48], [0.09, 0.15, 0.07], [-0.18, -0.02, -0.11], [0.07, -0.13, -0.04], [-0.08, 0.19, 0.04], [0.02, -0.05, -0.21], [-0.03, -0.17, 0.16], [-0.12, 0.04, 0.05], [0.06, -0.43, -0.34], [0.04, 0.07, -0.05], [0.70, 0.62, -0.18], [0.48, -0.11, 0.43], [-0.05, -0.08, -0.07], [0.53, 0.12, -0.29], [0.19, -0.50, 0.55], [0.39, 0.03, -0.29], [-0.20, 0.03, -0.33], [-0.50, 0.29, -0.42], [-0.37, -0.10, 0.55], [-0.40, -0.06, 0.35], [0.41, 0.21, -1.13], [0.82, -0.94, -0.10], [0.01, 0.01, -0.03], [-0.40, 0.20, 0.10], [0.15, -0.31, -0.33], [0.11, 0.04, 0.22], [0.02, -0.03, -0.31], [-0.08, 0.24, 0.25], [-0.06, -0.33, -0.38], [-0.10, -0.23, -0.15], [-0.03, 0.28, -0.13], [-0.15, 0.02, 0.35], [0.02, 0.36, 0.11], [0.01, -0.17, -0.12], [-0.20, 0.10, 0.14], [0.21, 0.10, 0.08], [-0.08, -0.23, -0.05], [-0.08, 0.57, 0.26], [-0.44, -0.17, -0.26], [0.33, 0.03, -0.06], [-0.15, 0.05, -0.36], [-0.38, 0.22, -0.08], [-0.15, -0.11, 0.20], [0.10, 0.00, -0.17], [0.06, -0.42, 0.07], [0.05, -0.20, 0.37], [0.10, 0.35, 0.31], [-0.16, 0.36, -0.17], [-0.22, -0.05, -0.38]]
}